ORCA calculation (ωB97M-V/def2-TZVPD) on 2 unconnected molecules or ions with the total composition C3H11NOS2.

Structure (XYZ):
```
18
C3H11NOS2 | the Open Molecules 2025 dataset | ωB97M-V/def2-TZVPD
N -0.326 -1.753 -2.036
C 0.395 -0.738 -1.223
C -0.249 -0.820 0.213
C 0.263 0.496 0.884
S 2.070 0.580 0.923
S 2.965 2.359 1.055
H 0.053 -1.917 -3.000
H -0.161 -2.679 -1.442
H 0.350 0.212 -1.699
H 1.503 -1.052 -1.245
H -0.108 -1.817 0.687
H -1.234 -0.685 -0.043
H 0.006 0.470 2.008
H -0.321 1.453 0.593
H 2.958 2.963 2.273
O -2.813 1.370 0.869
H -2.635 0.523 1.268
H -2.716 1.035 -0.087
```

The HOMO energy comes out at -8.74 eV. The total energy comes out at -1047.19925 a.u. The energy above the lowest of the compared OMol25 structures with the same formula, charge and spin comes out at 178.8 kJ/mol. As for the multiplicity: 1.

In the natural (NBO) picture, each atom carries the following charge in e:
1. N -0.8549
2. C -0.2159
3. C -0.4256
4. C -0.5880
5. S 0.0988
6. S -0.1302
7. H 0.3667
8. H 0.3435
9. H 0.1959
10. H 0.1781
11. H 0.2205
12. H 0.2075
13. H 0.2178
14. H 0.2636
15. H 0.1158
16. O -0.9173
17. H 0.4603
18. H 0.4634